Computed, not measured: a cluster of 15 separate species, C99H220Cl4N11 in total at a distorted geometry, with ωB97M-V/def2-TZVPD.

Geometry (Å):
C  -2.56842  1.97822  -3.42447
C  -2.17597  1.27800  -2.14955
C  -3.25219  0.24579  -1.60792
C  -3.50081  -0.95007  -2.54794
N  -4.62728  -1.88930  -2.22289
C  -5.93554  -1.06299  -1.94751
C  -7.00768  -2.06714  -2.22148
C  -6.61595  -2.72689  -3.46476
C  -5.04346  -2.73989  -3.40911
C  -4.30246  -2.71535  -0.98364
H  -3.38555  2.59352  -3.04791
H  -2.99148  1.48927  -4.30199
H  -1.71712  2.57111  -3.75894
H  -1.92550  1.94293  -1.32296
H  -1.22427  0.76904  -2.30226
H  -4.14711  0.86794  -1.62076
H  -2.92041  -0.02455  -0.60545
H  -2.64018  -1.61839  -2.52024
H  -3.63617  -0.71243  -3.60307
H  -5.93450  -0.65528  -0.93663
H  -5.95229  -0.18992  -2.59988
H  -7.12165  -2.75425  -1.38303
H  -7.95350  -1.55234  -2.39030
H  -6.94321  -3.76635  -3.48731
H  -7.01663  -2.22016  -4.34270
H  -4.69854  -3.75158  -3.19546
H  -4.57832  -2.40405  -4.33591
H  -4.17733  -1.99322  -0.17680
H  -3.40590  -3.25056  -1.29641
H  -5.06739  -3.47100  -0.80482
C  8.16723  7.32856  -0.54465
C  8.22850  5.91423  0.02243
C  6.80618  5.46122  0.34391
C  5.92587  6.36912  1.34455
N  4.67597  5.62971  1.82038
C  4.10354  6.33626  3.07958
C  3.97698  5.20859  4.17061
C  4.04470  3.84026  3.43067
C  4.97611  4.13751  2.21342
C  3.65877  5.64524  0.64435
H  9.13714  7.70946  -0.86446
H  7.76874  7.96579  0.24480
H  7.45116  7.35206  -1.36611
H  8.89415  5.78144  0.87530
H  8.61524  5.20003  -0.70453
H  7.00670  4.45234  0.70452
H  6.22836  5.27120  -0.56059
H  5.70606  7.33288  0.88526
H  6.55428  6.63027  2.19602
H  3.15137  6.82651  2.87676
H  4.85645  7.09464  3.29426
H  3.05414  5.34659  4.73401
H  4.69066  5.35754  4.98090
H  3.08037  3.54128  3.01988
H  4.35016  3.00470  4.06047
H  4.83439  3.46799  1.36502
H  6.01017  3.97836  2.51916
H  3.41360  6.69816  0.50519
H  2.73149  5.09619  0.80801
H  4.13962  5.21242  -0.23290
C  -0.96020  2.03077  3.91669
C  -1.52056  1.17701  2.69690
C  -3.02889  1.21134  2.37837
C  -3.77641  0.48893  3.53670
N  -5.36169  0.67043  3.66923
C  -5.77739  0.08114  5.06956
C  -6.38394  -1.32022  4.80684
C  -6.07915  -1.59652  3.29104
C  -6.14972  -0.22189  2.65665
C  -5.77568  2.16905  3.53481
H  -1.54320  1.99184  4.83685
H  -0.90652  3.05509  3.54793
H  0.08013  1.71934  4.01059
H  -1.23547  0.12955  2.79525
H  -0.94244  1.32785  1.78524
H  -3.16658  0.74877  1.40103
H  -3.38146  2.23940  2.29540
H  -3.35835  0.92621  4.44340
H  -3.63309  -0.59114  3.50487
H  -6.36238  0.81325  5.62625
H  -4.86685  -0.02293  5.65964
H  -7.43450  -1.28211  5.09489
H  -5.90864  -2.03550  5.47809
H  -6.86442  -2.20012  2.83593
H  -5.13831  -2.12657  3.14289
H  -7.19699  0.07777  2.69570
H  -5.74673  -0.13692  1.64746
H  -5.18728  2.69510  4.28656
H  -6.83120  2.04157  3.77511
H  -5.51341  2.59766  2.56754
C  -5.40220  8.68053  -4.88670
C  -3.94803  8.20129  -4.51910
C  -3.85311  7.83255  -3.04536
C  -2.78685  6.61467  -2.77792
N  -2.45471  6.33004  -1.26676
C  -1.30320  5.31822  -1.30508
C  -1.30650  4.77898  0.09582
C  -2.88335  4.53326  0.35835
C  -3.58899  5.57711  -0.49651
C  -2.16765  7.62626  -0.56916
H  -5.40146  8.63941  -5.97593
H  -5.45881  9.73161  -4.60366
H  -6.29874  8.08481  -4.71511
H  -3.35158  9.06525  -4.81224
H  -3.58037  7.36730  -5.11693
H  -4.81403  7.65828  -2.56124
H  -3.52570  8.77104  -2.59800
H  -1.84252  6.76415  -3.30135
H  -3.03693  5.63295  -3.18015
H  -0.44975  5.97560  -1.47114
H  -1.31843  4.49630  -2.02083
H  -0.93104  5.46011  0.85949
H  -0.90734  3.77732  0.25538
H  -3.03376  4.71158  1.42310
H  -3.18194  3.53314  0.04417
H  -4.26453  6.28784  -0.02049
H  -4.28398  5.09824  -1.18626
H  -2.08282  7.51131  0.51143
H  -3.07091  8.21877  -0.71465
H  -1.23474  8.04167  -0.95023
C  2.38300  -3.59932  8.17742
C  1.73078  -4.07466  6.92227
C  0.21811  -3.83082  6.84384
C  -0.37872  -2.43882  7.34283
N  -1.92894  -2.36007  7.55971
C  -2.39945  -2.95982  8.95894
C  -3.17848  -1.82581  9.67570
C  -3.58811  -0.81121  8.54992
C  -2.45516  -0.92799  7.51187
C  -2.68446  -3.05883  6.34591
H  2.09932  -4.30861  8.95493
H  2.18708  -2.56751  8.46911
H  3.46883  -3.59815  8.08203
H  1.85951  -5.14497  6.76111
H  2.26186  -3.63852  6.07620
H  -0.17282  -4.66970  7.41964
H  -0.14288  -4.08534  5.84734
H  -0.12617  -1.60417  6.68885
H  -0.03732  -2.05427  8.30391
H  -3.01400  -3.81058  8.66459
H  -1.51545  -3.26515  9.51875
H  -4.06686  -2.14895  10.21836
H  -2.56388  -1.24835  10.36629
H  -4.51291  -0.97008  7.99529
H  -3.76975  0.17293  8.98186
H  -2.63582  -0.66814  6.46882
H  -1.65682  -0.27893  7.87172
H  -2.43376  -4.11386  6.45614
H  -2.45364  -2.61218  5.37879
H  -3.72903  -2.82724  6.55410
C  -1.92897  -0.74997  -12.65268
C  -2.77250  -0.58941  -11.45678
C  -2.45227  -1.55538  -10.32898
C  -2.71441  -1.09631  -8.91199
N  -2.07328  -1.97314  -7.77207
C  -2.01186  -1.03029  -6.53212
C  -0.67300  -1.20907  -5.80924
C  -0.03313  -2.40999  -6.51092
C  -0.60036  -2.31150  -7.95887
C  -3.03090  -3.17846  -7.42900
H  -1.02113  -0.16072  -12.52347
H  -2.50769  -0.29774  -13.45809
H  -1.66713  -1.77214  -12.92598
H  -3.83891  -0.64359  -11.67571
H  -2.54228  0.41579  -11.10372
H  -1.36402  -1.56890  -10.38915
H  -2.72647  -2.59315  -10.51859
H  -3.76663  -0.97346  -8.65538
H  -2.18101  -0.15823  -8.75846
H  -2.83047  -1.10549  -5.81636
H  -2.07581  0.00482  -6.86762
H  -0.77814  -1.48175  -4.75914
H  -0.17244  -0.25142  -5.95222
H  -0.21765  -3.36902  -6.02687
H  1.02852  -2.18557  -6.40773
H  -0.43759  -3.26803  -8.45550
H  -0.08448  -1.54274  -8.53418
H  -2.63764  -3.55018  -6.48282
H  -3.01674  -3.90691  -8.23971
H  -4.02316  -2.79892  -7.18513
C  2.33895  -5.05118  -4.57466
C  3.71072  -5.80397  -4.56466
C  4.61569  -5.05711  -5.55242
C  5.81891  -5.82002  -6.17591
N  7.16707  -5.09538  -6.18615
C  8.26879  -6.01783  -6.80321
C  9.53650  -5.38339  -6.30481
C  9.13238  -4.67899  -5.00830
C  7.67076  -4.76493  -4.77998
C  7.07422  -3.74432  -7.03214
H  2.58346  -4.04081  -4.24684
H  1.56727  -5.45479  -3.91914
H  1.84241  -4.90897  -5.53451
H  3.66495  -6.87008  -4.78695
H  4.14317  -5.76344  -3.56493
H  5.17521  -4.25810  -5.06597
H  3.94352  -4.82735  -6.37915
H  5.61168  -5.94361  -7.23888
H  6.05250  -6.78727  -5.73098
H  8.11380  -6.03689  -7.88196
H  8.09805  -7.02472  -6.42225
H  9.86755  -4.74825  -7.12645
H  10.14506  -6.28722  -6.27564
H  9.45070  -3.63789  -4.95448
H  9.62362  -5.11111  -4.13649
H  7.13934  -3.91146  -4.35895
H  7.47068  -5.60908  -4.12008
H  7.09530  -4.18152  -8.03039
H  7.96265  -3.19884  -6.71398
H  6.12702  -3.23469  -6.85553
C  2.56570  -0.16453  3.99427
C  1.52737  -1.32517  4.10360
C  1.42200  -2.25012  2.83648
C  0.81154  -1.48049  1.61544
N  1.26512  -2.19783  0.30019
C  2.63496  -1.79173  -0.26302
C  2.66246  -1.84573  -1.70334
C  1.17869  -1.84210  -2.13905
C  0.41241  -1.55482  -0.87949
C  0.99082  -3.77995  0.31875
H  3.52902  -0.54773  3.65769
H  2.78313  0.29485  4.95853
H  2.26117  0.60241  3.28211
H  0.57114  -0.84501  4.31139
H  1.63966  -1.90455  5.02001
H  0.71017  -2.99623  3.18962
H  2.38409  -2.72476  2.64364
H  1.22748  -0.47394  1.57140
H  -0.27053  -1.39117  1.51932
H  3.44131  -2.46994  0.01616
H  2.95750  -0.79849  0.04932
H  3.20944  -2.74446  -1.98826
H  3.17147  -0.94991  -2.05902
H  0.95241  -2.83644  -2.52397
H  0.97210  -1.12736  -2.93565
H  -0.59362  -1.96626  -0.79748
H  0.20698  -0.50801  -0.65569
H  1.68225  -4.16594  1.06778
H  1.26531  -4.18358  -0.65584
H  -0.03566  -3.80778  0.68433
C  -5.53828  -10.19626  -1.27852
C  -5.29137  -10.07371  0.18575
C  -4.00554  -9.36682  0.68777
C  -3.98095  -7.92166  0.19670
N  -2.62376  -7.09555  0.33138
C  -2.00754  -7.17073  1.75413
C  -0.57599  -6.75977  1.48640
C  -0.33083  -7.22864  0.06397
C  -1.58562  -7.69618  -0.64695
C  -3.04734  -5.65937  -0.06481
H  -4.60266  -10.28212  -1.83110
H  -5.89990  -9.24886  -1.67827
H  -6.28055  -10.92979  -1.59329
H  -5.38416  -11.08697  0.57663
H  -6.12036  -9.52181  0.62880
H  -3.10208  -9.95328  0.52071
H  -4.09355  -9.26371  1.76931
H  -4.73688  -7.35648  0.74192
H  -4.25767  -7.84108  -0.85450
H  -2.67644  -6.51533  2.31191
H  -2.15277  -8.22956  1.96835
H  -0.53154  -5.67175  1.53472
H  0.15167  -7.26911  2.11820
H  0.29887  -6.51566  -0.46821
H  0.39372  -8.04258  0.08897
H  -1.75133  -7.22134  -1.61400
H  -1.68900  -8.77379  -0.77420
H  -2.25804  -4.92073  0.07485
H  -3.78263  -5.40131  0.69733
H  -3.39471  -5.64552  -1.09789
C  6.36994  1.47652  -0.79867
C  6.57287  2.45589  -1.95116
C  5.27784  3.11752  -2.30534
C  4.03088  2.26121  -2.59443
N  2.87197  3.23237  -3.11364
C  1.60243  2.32782  -3.08955
C  1.59661  1.55973  -4.43984
C  2.52929  2.32890  -5.32789
C  3.01814  3.53690  -4.63443
C  2.62639  4.56876  -2.40510
H  7.27514  1.04631  -0.37015
H  5.77066  0.57319  -0.91260
H  5.95518  2.02050  0.04996
H  6.94299  1.82186  -2.75684
H  7.35445  3.19597  -1.77940
H  5.45990  3.84311  -3.09811
H  5.01390  3.69014  -1.41622
H  3.62542  1.68107  -1.76549
H  4.07585  1.60735  -3.46537
H  0.77072  3.02451  -3.19429
H  1.54636  1.67930  -2.21525
H  0.57136  1.58251  -4.80923
H  2.03176  0.56724  -4.32276
H  1.86069  2.64240  -6.12963
H  3.31986  1.71262  -5.75603
H  2.32853  4.33756  -4.90180
H  4.02344  3.92638  -4.79502
H  3.46874  5.25698  -2.47512
H  2.38624  4.44822  -1.34874
H  1.72405  4.96391  -2.87170
C  1.61260  1.14968  8.27126
C  2.29076  2.55895  8.09992
C  1.39148  3.59455  7.45320
C  0.17921  3.98789  8.27026
N  -0.40972  5.40251  8.06432
C  -0.84656  5.66275  6.55669
C  0.13464  6.76203  6.09148
C  1.09402  7.13435  7.20527
C  0.49234  6.56215  8.54576
C  -1.62849  5.46584  9.00563
H  2.13899  0.44816  8.91847
H  1.52462  0.70561  7.27972
H  0.61794  1.18963  8.71529
H  3.17447  2.36317  7.49261
H  2.61707  2.99095  9.04597
H  1.06847  3.18049  6.49806
H  1.92331  4.53200  7.29054
H  0.32051  3.80053  9.33470
H  -0.62467  3.28971  8.03691
H  -1.83729  6.11419  6.60906
H  -0.79102  4.73346  5.98973
H  -0.41397  7.70358  6.06700
H  0.45371  6.66588  5.05367
H  1.27385  8.20103  7.33932
H  2.11743  6.78888  7.05903
H  -0.05691  7.35598  9.05197
H  1.18939  6.12843  9.26277
H  -2.04364  6.46956  8.91462
H  -1.25304  5.38681  10.02587
H  -2.37141  4.69143  8.81472
Cl  5.36419  -1.42865  -4.21406
Cl  -1.53639  -4.15546  -3.56796
Cl  -2.42180  -2.94709  2.36617
Cl  1.89516  2.16525  0.83415

Results
- Relative energy (zero: lowest compared OMol25 entry of this formula, charge and spin): 0.0 kJ/mol
- Energy: -6344.3510 a.u.
- Gap between HOMO and LUMO: 5.8 eV
- Charge: +7
- Lowest unoccupied orbital energy: -0.415 hartree
- Highest occupied orbital energy: -0.627 Ha

Results of the Mulliken charge analysis, in e, for atoms 1 through 8: atom 1 (C): -1.532, atom 2 (C): 1.734, atom 3 (C): 0.074, atom 4 (C): -1.261, atom 5 (N): 0.706, atom 6 (C): -0.351, atom 7 (C): -0.661, atom 8 (C): -0.704

***

Computed, not measured: the molecule C9H10BF3O2 at a distorted geometry, with ωB97M-V/def2-TZVPD.

Geometry (Å):
O  -0.88889  -1.72051  1.60364
B  -0.24445  -1.02717  2.60129
O  -0.63373  -0.94638  3.89447
C  1.14385  -0.32283  2.30196
C  1.09779  1.01501  1.60671
C  0.52840  0.88073  0.22943
C  -0.72854  1.29340  -0.17089
C  -1.17623  1.03308  -1.44474
C  -0.41239  0.26966  -2.31213
C  -0.87020  -0.17843  -3.73025
F  -0.97422  0.92297  -4.53479
F  -2.04805  -0.84441  -3.63349
F  0.04959  -1.00978  -4.24181
C  0.87353  -0.08349  -1.92149
C  1.32582  0.19064  -0.65847
H  -1.73570  -2.09194  1.89684
H  -1.37626  -1.51450  4.15792
H  1.45025  -1.11094  1.63670
H  1.72858  -0.33187  3.21209
H  0.53012  1.74778  2.22447
H  2.09939  1.41399  1.50558
H  -1.36011  1.83031  0.53590
H  -2.18036  1.34542  -1.72306
H  1.48130  -0.64018  -2.61089
H  2.32049  -0.12055  -0.42499

Results
- SMILES string: OB(O)CCc1ccc(C(F)(F)F)cc1
- Energy: -824.0040 a.u.
- Gap between HOMO and LUMO: 9.5 eV
- Lowest unoccupied orbital energy: 0.006 hartree
- Highest occupied orbital energy: -0.342 Ha

Results of the Mulliken charge analysis, in e, for atoms 1 through 8: atom 1 (O): -0.531, atom 2 (B): 0.599, atom 3 (O): -0.516, atom 4 (C): -0.707, atom 5 (C): -0.944, atom 6 (C): 0.519, atom 7 (C): -0.428, atom 8 (C): -0.656

***

Computed, not measured: a structure of composition C9H10BF6N6O4ReSSb at a distorted geometry, with ωB97M-V/def2-TZVPD.

Geometry (Å):
Re  -0.70470  0.42081  -0.32903
C  1.64340  0.90211  2.47537
C  0.58420  -0.07589  2.93627
N  0.19920  -0.84349  2.01127
N  0.85140  -0.60199  0.82107
C  2.00410  0.29161  1.09907
B  1.07950  -1.90679  -0.09843
N  1.38800  -1.24389  -1.44923
C  2.32260  -1.37099  -2.39233
C  2.11790  -0.39279  -3.35483
C  1.00910  0.31691  -2.91883
N  0.57510  -0.20589  -1.76913
N  -0.34570  -2.45949  -0.18213
C  -0.91530  -3.65679  -0.05163
C  -2.29130  -3.50489  -0.16773
C  -2.49480  -2.14849  -0.36453
N  -1.31220  -1.52289  -0.36703
H  2.48960  1.04331  3.15187
H  0.13280  -0.07649  3.90867
H  2.94730  -0.26439  1.07317
H  1.89700  -2.64509  0.29897
H  3.08660  -2.12239  -2.35603
H  2.70550  -0.22289  -4.23203
H  0.49290  1.13411  -3.38603
H  -0.34240  -4.54799  0.12267
H  -3.03180  -4.27519  -0.11623
H  -3.40890  -1.60589  -0.51263
O  -0.05420  2.44141  -0.03803
S  1.18240  2.60871  0.66987
O  1.86270  3.81471  0.51887
O  2.08320  1.34501  0.18827
O  1.05900  2.16591  2.17547
F  -1.79610  1.18471  1.26327
Sb  -2.67710  2.96051  0.40267
F  -2.11450  1.64481  -1.23863
F  -4.17670  1.74381  0.38297
F  -3.44350  3.92241  -1.05433
F  -3.10870  3.27161  2.24217
F  -1.49550  4.48221  0.63697

Results
- Relative energy (zero: lowest compared OMol25 entry of this formula, charge and spin): 349.0 kJ/mol
- Energy: -2319.0617 a.u.
- Gap between HOMO and LUMO (alpha / beta): 6.8 / 6.8 eV
- Charge: +1
- Lowest unoccupied orbital energy (alpha / beta): -0.196 / -0.196 hartree
- Highest occupied orbital energy (alpha / beta): -0.446 / -0.446 Ha

Results of the Mulliken charge analysis, in e, for atoms 1 through 8: atom 1 (Re): 1.934, atom 2 (C): 0.453, atom 3 (C): -0.660, atom 4 (N): -0.832, atom 5 (N): 0.766, atom 6 (C): -0.759, atom 7 (B): 0.486, atom 8 (N): 0.148